1.
{"formula": "C5H13N2", "method": "the ωB97M-V functional and the def2-TZVPD basis", "homo_lumo_gap_ev": [10.057, 6.130], "lumo_energy_ha": [-0.3204, -0.4645], "total_charge": 2, "multiplicity": 2, "homo_energy_ev": [-18.7761, -18.7697], "s2": 0.766, "species": ["C", "C", "C", "C", "C", "N", "N", "H", "H", "H", "H", "H", "H", "H", "H", "H", "H", "H", "H", "H"], "coordinates": [[-0.1588, 1.2757, 2.2381], [0.7644, 0.0625, 1.8774], [0.0612, -0.8535, 0.8139], [0.0942, -0.3012, -0.5801], [-0.9008, -0.7243, -1.4245], [-0.8074, -0.5974, -2.8956], [1.1669, 0.4018, -1.0005], [-0.0416, 1.3083, 3.3393], [-1.2218, 1.1901, 2.0277], [0.2934, 2.2193, 1.9541], [1.7486, 0.3790, 1.5296], [0.9452, -0.5024, 2.7812], [-0.9878, -0.7916, 1.1896], [0.4073, -1.8903, 0.9905], [-1.7756, -1.2309, -1.0202], [-1.7296, -0.3861, -3.3189], [-0.1379, 0.1345, -3.1410], [-0.5738, -1.4679, -3.4064], [0.9207, 1.1899, -1.5973], [1.9334, 0.5846, -0.3569]], "forces_ev_per_a": [[1.699, -0.343, 1.649], [-0.827, 0.417, -0.961], [-0.250, 0.777, 1.926], [2.920, -0.415, 1.530], [-1.379, -0.458, -1.355], [-0.761, -0.043, 0.231], [-2.256, 0.270, 0.245], [-0.563, 0.230, -0.429], [0.091, -0.043, -0.276], [-0.355, 0.196, -0.562], [0.086, 0.095, 0.188], [0.001, -0.439, -0.073], [0.285, -0.604, -0.824], [-0.165, 0.241, -0.839], [0.104, 0.043, -0.334], [0.077, 0.436, 0.272], [0.019, -0.094, -0.518], [0.507, -0.118, 0.435], [0.797, -0.074, -0.420], [-0.031, -0.074, 0.116]]}



2.
{"formula": "C5H13N2O", "method": "the ωB97M-V functional and the def2-TZVPD basis", "homo_lumo_gap_ev": 7.297, "lumo_energy_ha": 0.1436, "total_charge": -1, "homo_energy_ev": -3.3906, "species": ["C", "N", "C", "O", "C", "C", "C", "N", "H", "H", "H", "H", "H", "H", "H", "H", "H", "H", "H", "H", "H"], "coordinates": [[-0.5165, 0.0457, -0.5814], [-1.5366, -0.7998, -0.0488], [-2.6272, -0.2470, 0.4469], [-2.8871, 0.9113, 0.8229], [0.9363, -0.4379, -0.3691], [1.5110, 0.3221, 0.8671], [2.9680, 0.0459, 1.2063], [2.0625, -0.1674, -1.4415], [-0.5938, 0.2536, -1.6625], [-0.6311, 1.0038, -0.0307], [-2.6369, 0.2637, -3.9398], [-2.5624, 0.2896, -3.2002], [-3.4106, -1.0440, 0.4912], [0.8773, -1.4383, 0.0922], [0.8102, 0.1669, 1.6894], [1.4891, 1.4093, 0.5844], [3.5995, 0.4780, 0.4133], [3.2237, -1.0150, 1.1426], [3.1786, 0.6758, 2.0725], [1.2805, -0.8735, -1.6295], [1.7737, 0.7662, -1.7348]], "forces_ev_per_a": [[0.284, 1.380, 0.593], [0.200, -1.166, -1.118], [0.228, -0.689, -0.056], [-0.042, 0.363, -0.217], [0.972, 2.306, 5.769], [-0.532, 0.970, -0.729], [-0.084, 0.733, -1.179], [-2.705, -2.170, 0.592], [-0.454, -0.056, -0.090], [0.435, 0.159, -0.702], [-0.001, 0.013, 0.025], [-0.005, -0.026, -0.002], [-0.155, 0.286, 0.505], [0.370, -0.473, -1.362], [0.173, 0.081, 0.274], [-0.334, -0.662, 0.377], [-0.298, -0.084, 0.097], [0.017, 0.028, 0.992], [0.422, -0.913, 0.548], [1.792, 0.215, -3.824], [-0.282, -0.294, -0.493]]}



3.
{"formula": "C5H13N2O", "method": "the ωB97M-V functional and the def2-TZVPD basis", "homo_lumo_gap_ev": [10.725, 7.021], "lumo_energy_ha": [0.0316, -0.1050], "total_charge": 0, "multiplicity": 2, "homo_energy_ev": [-9.8654, -9.8770], "s2": 0.776, "species": ["C", "N", "C", "O", "C", "C", "C", "N", "H", "H", "H", "H", "H", "H", "H", "H", "H", "H", "H", "H", "H"], "coordinates": [[0.4665, -0.0612, -0.5964], [1.4760, -0.9903, -0.2240], [2.6988, -0.5676, 0.0306], [3.1034, 0.6065, 0.1768], [-0.9622, -0.3995, -0.0118], [-1.5063, 0.7103, 0.9291], [-2.7336, 0.2517, 1.6955], [-2.2930, -0.7968, -1.0375], [0.2983, -0.2051, -1.6673], [0.7444, 0.9780, -0.3724], [5.5936, 0.6290, -2.2488], [4.8985, 0.8208, -2.4023], [3.4359, -1.3741, 0.1713], [-0.7036, -1.1441, 0.7571], [-0.6270, 1.0744, 1.4953], [-1.6931, 1.5735, 0.2684], [-3.3693, -0.2317, 0.9586], [-2.3936, -0.4922, 2.4230], [-3.1723, 1.0583, 2.3047], [-1.2645, -1.2808, -0.8626], [-1.9967, -0.1591, -1.7872]], "forces_ev_per_a": [[-1.173, 0.564, -0.337], [-2.030, -0.661, -0.118], [2.734, 1.226, 0.601], [-0.990, -0.901, -0.235], [0.249, 2.587, 3.793], [1.122, 1.076, -1.412], [1.088, 0.120, 0.567], [4.426, -0.376, 1.220], [0.543, 0.327, -0.423], [-0.084, -0.145, -0.295], [0.149, -0.047, 0.023], [-0.146, 0.045, -0.025], [-0.195, 0.011, -0.099], [-0.727, -0.879, -0.696], [-0.550, -0.391, 0.481], [-0.443, -0.141, 0.177], [-0.501, 0.250, 0.331], [-0.205, -0.182, -0.056], [-0.160, -0.261, -0.636], [-2.737, -2.177, -2.737], [-0.369, -0.046, -0.126]]}



It is found that the energy values, taken in the order of the records, are -307.06655; -382.95243; -382.81509 Eh.
It is found that the relative energy (zero: lowest compared OMol25 entry of this formula, charge and spin) values, taken in the order of the records, are 2.713; 3.032; 5.356 eV.